Entry 1:
The following is a DFT calculation (ωB97M-V/def2-TZVPD) of a single C6H11NO molecule.

```
19
Properties=species:S:1:pos:R:3:forces:R:3
C -0.601 -1.926 0.655 1.4168 -0.5893 -1.2456
C -0.413 -0.871 -0.435 1.7779 -0.2040 -2.3964
C -1.673 0.061 -0.641 -0.5945 -1.2804 3.0788
C -1.334 1.412 0.125 0.3509 -3.0743 3.3209
C 0.195 1.387 0.193 -0.3637 0.6196 0.0892
C 0.621 0.183 -0.132 3.6776 -1.0207 0.4524
O 2.193 -0.294 -0.177 -4.2239 1.3375 -0.0735
N 3.033 0.859 -0.087 -0.7381 -0.1824 0.0042
H -1.338 -1.587 1.306 -0.7721 0.9025 1.8939
H 0.388 -2.175 1.122 -1.1655 0.0349 -0.2166
H -1.107 -2.802 0.240 0.5668 -0.2095 -0.1989
H 0.074 -1.414 -1.406 -1.7660 1.1401 1.8356
H -2.606 -0.504 -0.172 1.7233 1.3808 -1.2322
H -1.816 0.285 -1.645 -0.4645 0.1826 -1.8797
H -1.722 1.306 1.252 0.6977 0.2454 -2.1810
H -1.799 2.284 -0.212 -0.5192 1.2837 -1.0227
H 0.781 2.232 0.570 -0.0905 -0.5064 -0.4246
H 3.788 0.509 0.489 0.2957 0.1992 -0.2391
H 3.338 1.055 -1.044 0.1911 -0.2592 0.4353
```
Forces are in eV/Å.

Its spin multiplicity is 1. The calculation puts the lowest unoccupied orbital energy at 1.115 eV. The energy above the lowest of the compared OMol25 structures with the same formula, charge and spin comes out at 98.9 kcal per mole. As for the structure (SMILES): C[C@H]1CCC=C1ON. Its charge is 0. For the orbital gap, the calculation gives 9.849 eV.

***

Entry 2:
The following is a DFT calculation (ωB97M-V/def2-TZVPD) of a 16-piece molecular cluster, H32O16 overall.

```
48
Properties=species:S:1:pos:R:3:forces:R:3
O -2.636 1.193 0.899 -2.2716 1.9237 1.1383
H -2.328 0.658 0.210 1.4226 -1.3444 -1.6078
H -2.001 1.231 1.597 0.7279 -0.5804 0.2935
O 2.774 -0.124 1.799 0.7962 -2.7139 3.0081
H 2.549 0.109 0.938 -0.1677 0.1546 -2.6672
H 3.089 -1.073 1.868 -0.8340 1.5522 -0.8573
O -0.972 -3.772 3.248 3.2850 0.3698 2.4761
H -0.691 -3.874 2.366 -0.7842 -0.1527 -1.7893
H -1.862 -3.814 3.446 -2.7085 -0.0998 -0.4526
O -3.336 -1.338 2.127 -0.8641 1.6397 -1.1435
H -3.456 -1.009 3.002 0.1795 -0.4252 1.7286
H -3.582 -0.452 1.730 0.6804 -1.3387 -0.5540
O -0.829 -4.425 0.427 -3.9674 -1.8828 -1.4584
H -0.036 -4.814 0.689 2.2988 -1.2467 0.5345
H -1.420 -5.273 0.196 1.8563 2.9274 0.7488
O -2.738 3.096 -3.722 4.2309 0.8000 4.1590
H -2.534 3.454 -4.538 -0.0981 0.9615 -3.2974
H -1.745 3.428 -3.317 -4.0972 -1.8664 -0.8594
O -0.499 0.006 -1.455 -1.5225 -0.5941 0.2088
H 0.029 0.805 -1.452 0.3609 0.2597 -0.2214
H -0.171 -0.605 -0.810 0.4770 -0.3102 0.7561
O 0.820 4.614 2.759 1.9792 -0.7101 5.9611
H 0.812 4.432 1.904 -0.5220 -1.3238 -6.0282
H 0.286 5.334 2.948 -1.5206 1.9674 0.2257
O 2.063 -1.841 -3.488 0.5278 -2.3521 -4.5295
H 1.705 -2.587 -4.177 0.4832 2.1895 2.7678
H 2.830 -1.618 -4.125 -1.1815 0.2564 1.8173
O 1.841 -3.003 2.063 -1.1430 -0.8291 -1.6129
H 1.296 -3.346 1.222 1.3188 1.8216 3.2305
H 1.322 -2.568 2.794 -0.0930 -0.8524 -1.6787
O 1.253 2.159 -1.616 0.9613 0.3531 -0.4589
H 2.054 2.097 -2.198 -0.8866 -0.0685 0.4806
H 1.531 1.723 -0.794 0.2661 0.1048 0.1610
O -0.023 0.604 -3.770 1.4936 -1.7460 -0.8381
H 0.532 -0.246 -3.559 -1.4750 2.1339 -0.4574
H -0.831 0.318 -4.220 0.2491 0.0719 0.2135
O 0.054 0.356 1.851 -11.6615 3.7278 6.8346
H 0.637 -0.106 1.541 10.6768 -6.5948 -5.5395
H -0.129 1.241 1.813 1.0726 3.1125 -1.0503
O 3.960 1.740 2.846 2.8503 4.1518 -3.1630
H 3.534 1.280 3.487 -2.5682 -1.6713 2.5690
H 3.512 2.582 2.574 0.2296 -1.5537 0.9301
O -0.239 3.206 0.447 3.4564 0.5317 0.5853
H -1.157 3.146 0.405 -2.3701 0.0818 -0.9567
H 0.236 3.587 -0.328 -1.1935 -0.7379 0.3123
O -1.571 -2.464 -4.118 -0.3179 -2.1063 -1.0725
H -1.115 -1.654 -4.100 0.7207 1.6169 0.5043
H -2.282 -2.450 -3.493 -0.3525 0.3916 0.6487
```
Forces are in eV/Å.

Its spin multiplicity is 2. The calculation puts the lowest unoccupied orbital energy (alpha / beta) at 2.371 / 2.320 eV. The energy above the lowest of the compared OMol25 structures with the same formula, charge and spin comes out at 124.7 kcal per mole. Its charge is -1. For the orbital gap (alpha / beta), the calculation gives 2.336 / 9.493 eV.

***

Entry 3:
The following is a DFT calculation (ωB97M-V/def2-TZVPD) of C37H39ClCrN3OP2 as an isolated structure.

```
84
Properties=species:S:1:pos:R:3:forces:R:3
Cr 0.618 0.321 -0.263 0.7391 0.4098 0.3948
N -2.047 -0.206 1.070 0.0347 -0.0417 -0.3060
P -0.948 -1.458 0.660 -0.3848 0.0785 0.2715
C -1.836 -2.593 -0.441 0.1078 -0.0372 -0.0799
C -2.995 -3.247 -0.021 -0.0956 -0.0826 -0.1121
C -3.686 -4.068 -0.899 0.0292 -0.0040 -0.0258
C -3.214 -4.259 -2.198 -0.0688 -0.0326 0.0636
C -2.059 -3.618 -2.621 0.0457 0.0513 0.0438
C -1.371 -2.783 -1.744 -0.0889 0.0120 -0.0216
C -0.810 -2.403 2.210 0.0771 -0.0324 0.0230
C -0.464 -3.757 2.189 -0.0333 -0.0132 0.0725
C -0.284 -4.451 3.379 -0.0040 0.0536 -0.0460
C -0.446 -3.800 4.598 0.0067 -0.0454 -0.0509
C -0.784 -2.454 4.626 0.0061 0.0708 -0.1047
C -0.956 -1.754 3.436 -0.0018 -0.0523 0.0577
P -1.519 1.288 0.433 -0.5563 -0.3015 -0.2006
C -2.297 2.550 1.457 0.2655 0.1250 0.0960
C -3.625 2.432 1.860 -0.1151 0.0782 0.0235
C -4.217 3.454 2.584 -0.0128 -0.0054 0.0269
C -3.492 4.600 2.897 -0.0153 -0.0055 0.0010
C -2.172 4.724 2.492 -0.0042 -0.0541 -0.0132
C -1.570 3.695 1.777 0.0106 0.0028 0.0757
C -2.377 1.537 -1.162 -0.0618 0.0101 0.0351
C -3.192 0.573 -1.747 -0.0899 0.0494 -0.0962
C -3.779 0.811 -2.990 0.0712 0.0140 0.0375
C -3.546 2.009 -3.652 -0.0058 -0.0015 0.0051
C -2.733 2.979 -3.068 -0.0248 -0.0107 -0.0190
C -2.150 2.742 -1.832 0.0045 0.0541 -0.0077
H -3.026 -0.413 1.217 -0.1633 -0.0328 0.1140
H -3.358 -3.119 0.994 0.0241 -0.0205 -0.0088
H -4.591 -4.569 -0.571 0.0829 0.0356 -0.0349
H -3.751 -4.915 -2.877 0.0618 0.1096 0.0975
H -1.695 -3.761 -3.634 -0.0329 0.0220 0.1367
H -0.482 -2.261 -2.081 -0.0314 -0.0304 0.0142
H -0.361 -4.280 1.242 -0.0288 0.0496 0.0847
H -0.027 -5.505 3.356 -0.0300 0.1127 -0.0026
H -0.316 -4.345 5.526 -0.0045 0.0361 -0.0749
H -0.918 -1.948 5.575 0.0076 -0.0272 -0.0715
H -1.231 -0.703 3.459 0.0033 -0.0824 0.0153
H -4.214 1.558 1.597 0.0581 0.0607 0.0073
H -5.250 3.361 2.899 0.0555 0.0169 -0.0159
H -3.963 5.400 3.458 0.0310 -0.0622 -0.0418
H -1.609 5.616 2.735 -0.0120 -0.0302 -0.0104
H -0.532 3.783 1.469 -0.0817 -0.0065 0.0049
H -3.392 -0.364 -1.240 0.0523 -0.0248 -0.0144
H -4.417 0.055 -3.435 0.0663 0.0875 0.0504
H -4.001 2.195 -4.621 0.0664 -0.0329 0.1641
H -2.558 3.923 -3.576 -0.0122 -0.1460 0.0699
H -1.518 3.506 -1.384 -0.0595 -0.0824 -0.0459
C 4.144 0.130 1.497 -0.0448 -0.1656 -0.1396
C 3.078 0.699 2.399 -0.1730 -0.0250 -0.0121
O 1.757 0.270 1.959 0.2649 -0.0517 -0.1485
H 5.083 0.673 1.645 -0.1262 -0.0834 0.0030
H 3.864 0.249 0.446 0.0425 0.0177 0.0806
H 4.322 -0.926 1.714 -0.0314 0.0696 -0.0681
H 3.113 1.784 2.394 -0.0428 0.1706 -0.0542
H 3.223 0.357 3.422 -0.0106 -0.0169 0.1046
H 1.124 0.531 2.636 -0.0111 -0.0406 0.0198
Cl 7.284 2.812 -1.973 -0.0405 -0.0120 0.0105
C 5.573 2.645 -1.709 0.0157 0.0101 -0.0147
C 5.010 3.081 -0.523 -0.0683 0.0441 0.2113
C 3.643 2.935 -0.321 0.1511 0.1092 0.1883
C 2.803 2.355 -1.273 -0.3149 -0.0325 0.0501
C 1.338 2.179 -0.991 0.3896 -0.0291 -0.3571
C 3.404 1.968 -2.475 0.0482 -0.0652 -0.0990
C 4.771 2.100 -2.696 -0.1392 -0.0692 -0.1236
H 5.639 3.537 0.236 -0.0984 -0.0470 -0.1059
H 3.208 3.304 0.605 0.0597 -0.0398 -0.0778
H 0.748 2.386 -1.894 0.0509 0.0100 -0.0167
H 1.040 2.924 -0.248 -0.0517 0.0442 0.0454
H 2.789 1.569 -3.273 0.0788 0.0441 0.0495
H 5.212 1.796 -3.641 -0.0767 0.0344 0.1269
C 2.408 -2.790 0.021 0.1098 0.0069 -0.1066
C 2.267 -2.094 -1.289 -0.1965 0.2232 -0.1885
N 1.642 -0.952 -1.532 0.0886 -0.1013 -0.5203
C 1.623 -0.783 -2.919 -0.0800 0.1607 0.5344
C 2.260 -1.816 -3.504 0.2064 -0.3101 0.0809
N 2.665 -2.627 -2.457 0.1385 -0.2195 -0.3745
H 2.203 -2.105 0.838 0.0021 0.1013 0.0733
H 3.413 -3.200 0.149 -0.0820 0.0701 -0.0182
H 1.697 -3.618 0.083 0.0424 0.0510 -0.0350
H 1.150 0.068 -3.380 0.0267 -0.0310 0.0903
H 2.477 -2.037 -4.540 -0.0266 -0.0033 0.2411
H 3.191 -3.479 -2.544 0.0110 -0.0655 -0.0316
```
Forces are in eV/Å.

Its spin multiplicity is 5. The calculation puts the lowest unoccupied orbital energy (alpha / beta) at -2.044 / -2.192 eV. Its charge is +1. For the orbital gap (alpha / beta), the calculation gives 7.579 / 7.400 eV.

***

Entry 4:
The following is a DFT calculation (ωB97M-V/def2-TZVPD) of a 2-piece molecular cluster, C3H8INS overall.

```
14
Properties=species:S:1:pos:R:3:forces:R:3
C 0.309 1.110 0.791 -2.7271 -1.7077 0.2451
C 0.529 -2.608 -0.122 0.4449 0.6780 -0.8108
C -0.948 1.848 0.193 1.2819 -0.3930 0.9381
N -0.370 -1.557 0.037 -0.7096 -0.6533 -0.7529
S -1.376 1.060 -1.358 -0.8503 0.1875 -0.6877
I 0.426 1.428 -2.885 -0.0631 0.0995 0.3695
H 0.072 -0.084 0.676 0.8870 2.9576 0.5232
H 1.155 1.376 0.190 0.6686 0.1113 0.0054
H 0.356 1.401 1.845 0.5957 -0.1550 -0.1592
H 1.440 -2.435 -0.739 -0.5850 0.2034 -0.0472
H 0.046 -3.526 -0.435 -0.2455 -0.3469 -0.1335
H 0.890 -2.706 0.864 0.8077 -0.7907 1.6015
H -0.659 2.899 0.097 -0.4716 -0.0020 -0.2783
H -1.870 1.794 0.847 0.9665 -0.1888 -0.8132
```
Forces are in eV/Å.

Its spin multiplicity is 1. The calculation puts the lowest unoccupied orbital energy (alpha / beta) at -0.466 / -0.698 eV. The energy above the lowest of the compared OMol25 structures with the same formula, charge and spin comes out at 80.4 kcal per mole. Its charge is 0. For the orbital gap (alpha / beta), the calculation gives 7.825 / 7.531 eV.

***

F_max across the listed records, respectively: 4.5 14.0 0.9 3.2 eV/Å.